ORCA calculation (ωB97M-V with the def2-TZVPD basis set) on 3 unconnected molecules or ions with the total composition C6H17NS.

Values from the calculation:
E_tot (eV): -18819.3732
Frontier orbital gap (eV): 6.8
HOMO level (eV): -8.532
LUMO (eV): -1.710

```
25
C6H17NS ωB97M-V with the def2-TZVPD basis set
C 0.731 1.327 2.762
C 1.804 0.212 2.601
N 2.101 -0.148 1.177
C 2.651 1.034 0.495
H -0.113 1.061 2.139
H 0.428 1.363 3.814
H 1.163 2.280 2.469
H 2.770 0.475 3.059
H 1.426 -0.667 3.141
H 1.167 -0.324 0.743
H -0.554 -0.703 1.258
H 1.931 1.906 0.541
H 2.821 0.807 -0.568
H 3.607 1.327 0.959
C -2.478 -2.104 -2.973
C -1.559 -1.036 -2.403
C -1.929 -0.482 -1.030
S -0.629 0.589 -0.391
H -2.330 -3.094 -2.525
H -2.200 -2.183 -4.041
H -3.517 -1.744 -2.905
H -0.497 -1.327 -2.361
H -1.516 -0.163 -3.061
H -2.095 -1.329 -0.360
H -2.910 0.004 -1.050
```

***

ORCA calculation (ωB97M-V with the def2-TZVPD basis set) on 3 unconnected molecules or ions with the total composition C3H7ClNO3S.

Values from the calculation:
E_tot (eV): -34213.9525
Frontier orbital gap (spin up / spin down) (eV): 7.9 / 7.9
HOMO level (spin up / spin down) (eV): -5.177 / -5.177
LUMO (spin up / spin down) (eV): 2.706 / 2.704
Charge: -1

```
16
C3H7ClNO3S ωB97M-V with the def2-TZVPD basis set
C 1.127 -0.933 -0.491
C -1.300 -1.109 -0.389
C -0.020 -0.319 -0.298
N 2.831 2.132 0.472
O 3.820 -0.185 0.929
O 3.770 0.698 -1.391
O -0.118 0.901 0.118
S 3.128 0.584 -0.067
Cl -2.893 1.927 -0.013
H 1.552 -1.984 -0.723
H -1.225 -2.176 0.107
H -1.580 -1.313 -1.477
H -2.086 -0.532 0.126
H 2.457 2.370 1.430
H 2.666 2.859 -0.204
H -1.022 1.320 0.071
```

***

ORCA calculation (ωB97M-V with the def2-TZVPD basis set) on a single CH2FOPS molecule.

Values from the calculation:
E_tot (eV): -25956.1656
SMILES string: C=P#S(=O)F
Frontier orbital gap (eV): 8.7
HOMO level (eV): -9.467
LUMO (eV): -0.772

```
7
CH2FOPS ωB97M-V with the def2-TZVPD basis set
C -0.584 -0.025 1.266
P -0.994 -0.676 -0.172
S 0.987 -0.219 -1.021
O 1.076 -0.888 -2.269
F 0.541 1.391 -1.368
H -1.388 0.169 1.824
H 0.363 0.249 1.740
```

***

ORCA calculation (ωB97M-V with the def2-TZVPD basis set) on 9 unconnected molecules or ions with the total composition C31H44O27.

Values from the calculation:
E_tot (eV): -88139.8672
SMILES string: C[C@H]1COC(=O)O1.C[C@H]1COC(=O)O1.C[C@H]1COC(=O)O1.C[C@H]1COC(=O)O1.O=C1OCCO1.O=C1OCCO1.O=C1OCCO1.O=C1OCCO1.O=C1OCCO1
Frontier orbital gap (eV): 8.8
HOMO level (eV): -9.472
LUMO (eV): -0.663

```
102
C31H44O27 ωB97M-V with the def2-TZVPD basis set
C 0.923 4.913 -1.676
C -0.580 4.757 -1.578
C -1.258 5.563 -2.740
O -2.160 4.541 -3.215
C -2.059 3.459 -2.570
O -2.777 2.483 -2.799
O -1.008 3.384 -1.778
H 1.122 5.983 -1.722
H 1.457 4.295 -2.398
H 1.333 4.531 -0.741
H -0.893 4.914 -0.546
H -0.463 5.793 -3.449
H -1.803 6.434 -2.377
C 4.954 1.384 -1.367
C 4.042 0.274 -0.936
C 4.717 -0.836 -0.205
O 4.018 -0.723 1.043
C 3.025 0.100 0.999
O 2.127 0.157 1.815
O 3.043 0.808 -0.119
H 5.557 1.032 -2.204
H 5.538 1.762 -0.527
H 4.292 2.158 -1.756
H 3.527 -0.227 -1.756
H 5.787 -0.698 -0.051
H 4.503 -1.796 -0.675
C -0.315 -1.640 4.499
C -0.660 -2.651 5.667
C -1.197 -1.858 6.929
O -2.609 -1.763 6.686
C -2.917 -2.696 5.826
O -4.035 -3.033 5.505
O -1.822 -3.415 5.405
H -0.278 -2.056 3.492
H 0.616 -1.090 4.632
H -1.072 -0.862 4.402
H 0.159 -3.341 5.872
H -0.724 -0.876 6.950
H -0.943 -2.371 7.857
C 1.711 0.887 -3.958
C 2.294 0.620 -5.412
C 2.363 1.938 -6.170
O 3.692 1.669 -6.803
C 4.378 0.873 -6.103
O 5.604 0.767 -6.180
O 3.588 0.262 -5.253
H 0.622 0.924 -3.922
H 2.102 1.819 -3.551
H 1.896 0.155 -3.172
H 1.799 -0.097 -6.067
H 2.315 2.855 -5.582
H 1.534 2.055 -6.869
O -6.635 -5.975 0.965
C -5.517 -5.511 1.139
O -4.846 -4.888 0.185
C -3.558 -4.582 0.662
C -3.794 -4.542 2.149
O -4.925 -5.480 2.298
H -2.796 -5.255 0.271
H -3.375 -3.540 0.398
H -4.222 -3.590 2.464
H -2.864 -4.734 2.684
O -2.855 -4.055 -3.933
C -3.128 -2.874 -3.630
O -2.224 -1.844 -3.738
C -2.885 -0.675 -3.247
C -4.033 -1.189 -2.492
O -4.269 -2.430 -3.021
H -2.212 -0.084 -2.626
H -3.145 -0.138 -4.160
H -4.869 -0.527 -2.718
H -3.955 -1.192 -1.405
O -0.221 2.807 4.299
C 0.232 3.774 3.753
O 1.009 4.680 4.358
C 1.284 5.742 3.424
C 1.057 5.056 2.085
O 0.494 3.827 2.391
H 0.723 6.668 3.553
H 2.274 6.179 3.299
H 2.078 4.943 1.720
H 0.420 5.682 1.460
O 0.802 -5.220 3.832
C 0.875 -4.844 2.627
O 2.001 -4.469 2.171
C 1.807 -3.790 0.971
C 0.354 -4.267 0.531
O -0.186 -4.657 1.811
H 1.794 -2.710 1.115
H 2.675 -3.885 0.319
H 0.369 -5.101 -0.170
H -0.283 -3.471 0.145
O -2.222 -1.672 1.323
C -1.587 -0.702 0.851
O -1.766 0.544 1.226
C -0.770 1.345 0.657
C -0.318 0.575 -0.583
O -0.712 -0.750 -0.274
H -1.137 2.348 0.439
H 0.073 1.439 1.342
H 0.753 0.682 -0.760
H -0.833 0.830 -1.509
```

***

ORCA calculation (ωB97M-V with the def2-TZVPD basis set) on a molecular structure, C32H27N6P2PdSSe2.

Values from the calculation:
E_tot (eV): -206143.3824
Frontier orbital gap (eV): 5.6
HOMO level (eV): -9.792
LUMO (eV): -4.232
Charge: +1

```
71
C32H27N6P2PdSSe2 ωB97M-V with the def2-TZVPD basis set
Pd -3.435 -0.209 -1.457
Se 3.370 -2.455 -1.918
P 2.477 -0.849 -0.928
C 3.024 0.809 -1.429
C 4.389 1.078 -1.325
C 4.883 2.323 -1.670
C 4.020 3.312 -2.127
C 2.664 3.049 -2.238
C 2.164 1.799 -1.891
C 2.812 -0.828 0.861
C 2.719 0.353 1.597
C 3.105 0.380 2.928
C 3.609 -0.769 3.527
C 3.721 -1.941 2.793
C 3.322 -1.974 1.464
C 0.674 -0.777 -1.235
C -0.541 -0.704 -0.559
N -1.491 -0.654 -1.525
N -0.910 -0.682 -2.712
N 0.379 -0.770 -2.556
P -1.188 -0.750 1.100
Se -3.387 -0.698 0.907
C -0.718 -2.245 1.968
C 0.379 -2.270 2.824
C 0.728 -3.457 3.452
C 0.002 -4.613 3.214
C -1.085 -4.592 2.349
C -1.452 -3.410 1.731
C -0.672 0.708 1.996
C -0.722 0.751 3.387
C -0.415 1.931 4.045
C -0.068 3.063 3.320
C -0.035 3.024 1.932
C -0.343 1.850 1.265
H 5.067 0.304 -0.983
H 5.943 2.524 -1.588
H 4.408 4.283 -2.405
H 1.991 3.812 -2.607
H 1.107 1.600 -2.000
H 2.384 1.266 1.122
H 3.039 1.303 3.489
H 3.933 -0.742 4.560
H 4.136 -2.830 3.250
H 3.434 -2.873 0.872
H 0.963 -1.378 3.006
H 1.576 -3.473 4.123
H 0.282 -5.536 3.705
H -1.651 -5.494 2.164
H -2.313 -3.386 1.076
H -0.996 -0.127 3.958
H -0.448 1.968 5.126
H 0.173 3.982 3.838
H 0.237 3.906 1.368
H -0.322 1.819 0.183
C -3.389 4.869 -1.889
C -3.044 3.476 -1.612
N -2.789 2.378 -1.396
H -2.532 5.509 -1.692
H -4.218 5.172 -1.252
H -3.681 4.973 -2.932
S -5.761 -0.085 -1.834
C -4.831 -0.782 -3.091
N -5.026 -2.086 -3.483
C -4.305 -2.661 -4.453
C -3.291 -1.952 -5.054
C -3.044 -0.676 -4.564
N -3.831 -0.078 -3.660
H -5.737 -2.604 -2.983
H -4.552 -3.683 -4.701
H -2.686 -2.391 -5.831
H -2.207 -0.092 -4.919
```

***

ORCA calculation (ωB97M-V with the def2-TZVPD basis set) on a molecular structure, C8H17BrCl4O3Si2.

Values from the calculation:
E_tot (eV): -150604.8843
Frontier orbital gap (eV): 10.5
HOMO level (eV): -10.252
LUMO (eV): 0.238

```
35
C8H17BrCl4O3Si2 ωB97M-V with the def2-TZVPD basis set
C 4.167 -0.825 -0.081
C 2.666 -0.519 0.003
C 2.030 -0.514 -1.419
Cl 1.047 -2.002 -1.732
Si 1.152 1.093 -1.872
Br -0.050 0.813 -3.759
O 0.265 1.821 -0.666
Si -0.822 0.853 0.189
C -2.541 0.767 -0.550
C -3.349 -0.297 0.258
C -4.050 -1.322 -0.665
C -3.083 -2.369 -1.219
O -3.111 -2.663 -2.391
O -2.180 -2.966 -0.375
H 4.651 -0.077 -0.713
H 4.626 -0.850 0.908
H 4.280 -1.807 -0.551
H 2.143 -1.227 0.647
H 2.504 0.484 0.413
H 2.879 -0.592 -2.107
H 2.201 2.057 -2.249
H -0.261 -0.503 0.391
H -1.016 1.412 1.508
H -2.581 0.565 -1.623
H -3.022 1.733 -0.364
H -2.688 -0.814 0.968
H -4.135 0.180 0.846
H -4.893 -1.776 -0.137
H -4.451 -0.789 -1.527
H -1.617 -2.296 0.033
C 1.891 2.558 3.503
Cl 0.790 3.263 4.686
Cl 2.824 1.243 4.221
Cl 0.989 1.984 2.086
H 2.582 3.328 3.183
```

***

ORCA calculation (ωB97M-V with the def2-TZVPD basis set) on a molecular structure, C64H61CoN4P2SSb.

Values from the calculation:
E_tot (eV): -146871.3841
2S+1: 5
Frontier orbital gap (spin up / spin down) (eV): 6.4 / 2.8
Expectation value of S²: 6.089
HOMO level (spin up / spin down) (eV): -13.849 / -13.992
LUMO (spin up / spin down) (eV): -7.444 / -11.206
Charge: +3

```
134
C64H61CoN4P2SSb ωB97M-V with the def2-TZVPD basis set
Co -0.417 0.163 0.667
C 0.790 -2.589 3.733
C 0.064 -2.092 4.803
C -0.611 -0.888 4.653
C -0.587 -0.261 3.428
N 0.018 -0.815 2.348
C 0.740 -1.917 2.526
C -1.102 1.106 3.167
C -1.651 1.994 4.065
C -1.964 3.275 3.617
C -1.750 3.628 2.292
C -1.223 2.677 1.440
N -0.895 1.474 1.901
C -0.992 2.787 -0.026
C -1.091 4.027 -0.682
C -0.575 4.161 -1.983
C -0.220 3.040 -2.649
C -0.586 1.704 -2.088
N -0.624 1.661 -0.619
H 1.395 -3.480 3.833
H 0.052 -2.611 5.754
H -1.128 -0.434 5.488
H 1.316 -2.251 1.674
H -1.829 1.713 5.096
H -2.378 4.000 4.307
H -2.005 4.618 1.936
H -1.442 4.896 -0.140
H -0.420 5.148 -2.406
H 0.228 3.091 -3.634
H -1.630 1.571 -2.409
C -2.914 -5.748 -4.112
S -3.925 -6.066 -2.696
C -3.760 -4.588 -1.718
C -2.387 -4.562 -1.009
C -2.328 -3.440 0.037
N -2.173 -2.080 -0.540
P -0.525 -1.520 -0.862
C -0.643 -0.753 -2.473
C 0.182 0.496 -2.701
C 0.447 0.721 -4.161
C -0.305 0.147 -5.123
C -1.323 -0.796 -4.791
C -1.413 -1.273 -3.474
C 0.462 -3.028 -1.182
C 0.785 -3.943 -0.169
C 1.551 -5.066 -0.439
C 2.032 -5.290 -1.724
C 1.756 -4.372 -2.728
C 0.986 -3.245 -2.459
P -2.904 -0.813 0.469
C -4.492 -1.571 1.019
C -5.419 -2.024 0.075
C -6.664 -2.478 0.484
C -7.001 -2.468 1.838
C -6.091 -2.010 2.775
C -4.835 -1.562 2.366
C -3.667 0.486 -0.580
C -4.137 1.550 0.194
C -4.866 2.578 -0.387
C -5.116 2.562 -1.756
C -4.651 1.508 -2.529
C -3.935 0.468 -1.943
H -3.005 -6.603 -4.783
H -1.873 -5.628 -3.785
H -3.269 -4.834 -4.599
H -4.582 -4.629 -1.000
H -3.901 -3.729 -2.380
H -1.587 -4.444 -1.739
H -2.221 -5.510 -0.489
H -1.528 -3.681 0.732
H -3.243 -3.463 0.618
H 1.135 0.437 -2.171
H 1.275 1.369 -4.434
H -0.110 0.366 -6.168
H -1.945 -1.216 -5.571
H -2.073 -2.108 -3.245
H 0.437 -3.799 0.843
H 1.785 -5.764 0.357
H 2.632 -6.168 -1.936
H 2.151 -4.524 -3.726
H 0.808 -2.533 -3.253
H -5.176 -1.986 -0.983
H -7.389 -2.812 -0.250
H -7.981 -2.805 2.156
H -6.355 -1.993 3.826
H -4.123 -1.201 3.103
H -3.961 1.558 1.270
H -5.248 3.386 0.226
H -5.695 3.356 -2.214
H -4.851 1.488 -3.594
H -3.608 -0.366 -2.552
C 5.249 3.228 2.451
C 5.514 1.744 2.347
C 6.759 1.279 2.789
C 7.108 -0.060 2.741
C 6.208 -0.992 2.242
C 4.968 -0.562 1.803
C 4.616 0.788 1.845
Sb 2.710 1.104 0.917
C 3.511 0.809 -1.056
C 3.135 -0.412 -1.616
C 3.630 -0.816 -2.851
C 4.505 0.016 -3.538
C 4.912 1.215 -2.967
C 4.450 1.624 -1.713
C 5.050 2.856 -1.086
C 2.108 3.118 1.323
C 1.929 4.074 0.323
C 1.619 5.390 0.644
C 1.470 5.751 1.979
C 1.590 4.787 2.972
C 1.899 3.461 2.667
C 2.037 2.459 3.795
H 6.189 3.779 2.420
H 4.768 3.477 3.402
H 4.616 3.601 1.652
H 7.473 2.001 3.175
H 8.083 -0.377 3.093
H 6.471 -2.041 2.200
H 4.263 -1.295 1.413
H 2.443 -1.060 -1.083
H 3.336 -1.772 -3.274
H 4.893 -0.279 -4.507
H 5.630 1.840 -3.491
H 5.490 3.511 -1.840
H 5.852 2.564 -0.399
H 4.329 3.429 -0.514
H 2.021 3.793 -0.722
H 1.510 6.134 -0.140
H 1.258 6.779 2.246
H 1.460 5.071 4.016
H 1.319 2.674 4.588
H 3.033 2.501 4.244
H 1.878 1.431 3.459
```

***

ORCA calculation (ωB97M-V with the def2-TZVPD basis set) on a single C6H8Cl2O molecule.

Values from the calculation:
E_tot (eV): -33441.1145
SMILES string: C=C[C@@](Cl)(OC)C(=C)Cl
Frontier orbital gap (eV): 10.2
HOMO level (eV): -9.748
LUMO (eV): 0.495

```
17
C6H8Cl2O ωB97M-V with the def2-TZVPD basis set
C -1.370 -1.863 -1.390
C -0.159 -1.329 -1.235
C 0.132 -0.039 -0.517
Cl 1.425 0.830 -1.481
O -0.958 0.777 -0.516
C -0.849 1.960 0.170
C 0.721 -0.247 0.928
C 1.894 0.086 1.624
Cl -0.414 -1.434 1.635
H -1.252 -2.793 -1.825
H -2.315 -1.617 -0.917
H 0.633 -1.737 -1.800
H 0.044 2.630 -0.060
H -0.547 1.842 1.300
H -1.751 2.481 0.218
H 2.035 -0.134 2.619
H 2.732 0.588 1.245
```

***

ORCA calculation (ωB97M-V with the def2-TZVPD basis set) on 2 unconnected molecules or ions with the total composition C3H8N2O2S.

Values from the calculation:
E_tot (eV): -21145.8583
Frontier orbital gap (spin up / spin down) (eV): 8.6 / 8.4
HOMO level (spin up / spin down) (eV): -9.331 / -9.315
LUMO (spin up / spin down) (eV): -0.759 / -0.920

```
16
C3H8N2O2S ωB97M-V with the def2-TZVPD basis set
C -0.394 -0.649 -0.208
C -0.513 1.848 0.221
C 0.001 0.560 0.413
N -0.809 -1.740 0.465
N -0.350 -0.692 -1.520
O 1.963 -1.051 0.798
O 2.116 0.489 -1.100
S 1.843 0.295 0.431
H -1.408 2.121 0.672
H 0.267 2.682 0.409
H -0.803 1.785 -0.861
H -0.550 -0.023 2.412
H -0.888 -1.641 1.403
H -1.268 -2.514 0.097
H 1.440 0.048 -1.687
H -0.647 -1.516 -1.947
```

***

Number 1: maximum force 4.19 eV/Å. Number 2: maximum force 4.13 eV/Å. Number 3: maximum force 4.08 eV/Å. Number 4: maximum force 7.97 eV/Å. Number 5: maximum force 0.57 eV/Å. Number 6: maximum force 1.98 eV/Å. Number 7: maximum force 1.00 eV/Å. Number 8: maximum force 5.46 eV/Å. Number 9: maximum force 5.92 eV/Å.